[1]
23
Properties=species:S:1:pos:R:3:forces:R:3 method="wB97M-V/def2-TZVPD" charge=+2 de_lowest_ev=0.6800 multiplicity=6 homo_lumo_gap_ev="5.4 / 5.0"
O 0.00938 2.00517 -4.10879 0.1 -2.4 3.5
C 0.03686 1.39537 -3.13517 -0.1 2.5 -3.6
Dy 0.14169 1.00403 -0.33786 -0.6 1.9 0.7
C -0.35154 0.59885 2.06686 -0.9 -0.8 6.3
O -0.49944 0.43824 3.20674 0.4 0.8 -5.0
C -0.16556 -1.40205 -0.85054 0.7 -3.8 1.6
O -0.19244 -2.55024 -0.50052 0.0 3.6 -1.3
C 2.21430 0.01596 -0.76816 6.6 -3.8 -2.5
O 3.14647 -0.56048 -1.14631 -4.2 2.6 1.9
C -1.99328 -0.09827 -0.33687 -5.9 -2.0 -0.4
O -3.00149 -0.65193 -0.44181 3.8 1.9 0.5
H 0.15574 -0.94168 -1.80830 -0.1 -0.9 -1.1
Br 1.01558 -4.42810 4.35747 0.4 0.6 -0.3
C 1.85298 -2.91360 3.57116 -0.1 0.7 -0.6
C 3.14097 -2.47323 3.95109 -0.9 0.5 -0.6
C 3.65778 -1.30072 3.36708 -0.8 -0.2 -0.7
C 2.86636 -0.65062 2.39591 0.5 -0.6 0.9
N 1.65460 -1.07268 2.03715 -0.2 0.1 -0.5
C 1.13999 -2.17336 2.59124 0.8 -0.3 1.1
H 3.65961 -3.03124 4.71011 0.3 0.0 0.1
H 4.63815 -0.88346 3.60527 -0.3 -0.3 0.1
H 3.18467 0.26542 1.91944 0.4 0.1 0.1
H 0.12142 -2.42098 2.32210 0.1 -0.3 0.0

***

[2]
26
Properties=species:S:1:pos:R:3:forces:R:3 method="wB97M-V/def2-TZVPD" charge=+1 de_lowest_ev=3.2839 multiplicity=1 homo_lumo_gap_ev="6.6 / 6.6"
Ir 0.14625 -1.15141 0.53137 0.0 0.0 0.0
F 0.40575 5.23042 1.24392 0.0 0.0 0.0
C 0.39567 4.07078 0.61151 -0.1 0.0 0.0
C 1.43247 3.23851 0.67974 -0.1 0.0 0.0
F 2.48820 3.49581 1.42167 0.1 0.0 0.0
C 1.42955 1.92202 -0.04178 -0.1 0.0 0.1
F 2.54810 1.23769 0.24521 0.0 0.0 0.0
C -0.91831 1.29028 0.01806 0.1 0.6 0.0
S -1.68725 -0.13596 -0.03765 -0.3 -0.4 -0.1
C -1.39255 2.59475 -0.37468 0.0 -0.5 0.0
F -2.53173 2.55698 -1.05449 0.0 0.0 0.0
C -0.83241 3.79001 -0.12416 0.2 0.3 0.1
F -1.45690 4.86786 -0.55465 0.0 0.0 0.0
O 0.89585 1.07954 -2.21264 -0.1 -0.1 -0.1
C 1.32496 2.00075 -1.59777 0.1 0.2 0.1
O 0.35722 1.09669 0.49524 0.2 0.0 -0.1
H 1.71685 2.92684 -2.04956 0.0 0.0 0.0
N -0.30072 -3.79196 -0.68332 0.0 0.0 0.0
C -0.51927 -5.09255 -0.44904 0.0 0.0 0.0
C -0.65159 -5.24908 0.91454 0.0 0.0 0.0
C -0.49056 -3.97093 1.44552 -0.1 0.0 0.1
N -0.27804 -3.08911 0.46721 0.1 0.1 0.0
H -0.13910 -3.31727 -1.55663 0.0 0.0 0.0
H -0.56868 -5.80376 -1.25573 0.0 0.0 0.0
H -0.84094 -6.16129 1.45015 0.0 0.0 0.0
H -0.53284 -3.63563 2.46796 0.0 0.0 0.0

***

[3]
25
Properties=species:S:1:pos:R:3:forces:R:3 method="wB97M-V/def2-TZVPD" charge=-1 de_lowest_ev=0.7193 multiplicity=1 homo_lumo_gap_ev=7.4 smiles="N#CC1=CC(=[N+]([O-])[O-])c2no[n+]([O-])c2[C@@H]1n1ccnc1"
N 3.35501 -1.77754 0.96646 -1.5 0.2 -0.2
C 2.21242 -1.61739 0.78925 1.1 -0.4 0.1
C 0.82320 -1.33916 0.61284 -0.8 0.6 0.0
C -0.09717 -2.18485 0.00403 -0.1 1.2 -0.9
C -1.45546 -1.79229 -0.23787 0.5 -0.9 -0.2
N -2.26395 -2.47131 -1.23131 -0.6 -0.4 0.0
O -3.41614 -2.05076 -1.47376 1.6 -0.2 0.6
O -1.81432 -3.47650 -1.83673 0.1 1.2 0.9
C -1.92296 -0.62984 0.46298 -3.6 0.5 -1.4
N -3.19763 -0.08387 0.37788 3.0 -1.4 0.3
O -3.11947 1.08412 1.03750 1.1 1.1 0.7
N -1.75126 1.37602 1.43843 -0.3 -2.1 0.2
O -1.54738 2.42795 2.02694 0.2 -0.7 -0.5
C -1.05108 0.20593 1.17457 -0.2 2.5 -1.1
C 0.43312 0.09371 0.97602 1.7 1.9 1.0
N 1.10604 1.19047 0.03739 -0.8 -1.6 1.0
C 1.01254 1.23797 -1.29768 0.7 1.3 -1.8
C 1.91456 2.21167 -1.74004 -0.9 -1.0 1.0
N 2.57703 2.71607 -0.65534 -0.3 -0.6 1.3
C 2.08628 2.06073 0.41655 0.2 0.7 -1.5
H 0.26970 -3.07058 -0.50569 -0.2 -0.1 0.3
H 0.98481 0.53112 1.83507 -0.6 -1.2 0.4
H 0.36058 0.61938 -1.86918 -0.4 -0.3 -0.1
H 2.09464 2.54782 -2.75325 0.0 0.0 0.2
H 2.40688 2.19115 1.44494 -0.1 0.0 -0.3

***

[4]
19
Properties=species:S:1:pos:R:3:forces:R:3 method="wB97M-V/def2-TZVPD" de_lowest_ev=0.4188 multiplicity=1 homo_lumo_gap_ev=9.7 smiles="O=C[C@@](Cl)(C#CI)c1ccccc1"
O -2.59689 -0.13696 -2.34781 -0.1 -0.2 0.3
C -1.86349 -0.77300 -1.65566 0.9 0.0 -0.2
C -0.35162 -0.32999 -1.43816 0.0 -1.3 0.6
Cl 0.62435 -1.66214 -2.24902 -0.3 -0.1 -0.1
C -0.02474 0.85482 -2.12674 -0.2 1.0 -0.8
C 0.24686 1.86197 -2.70835 0.3 0.8 -0.3
I 0.82274 3.57166 -3.57628 -0.2 -0.3 0.1
C 0.10921 -0.24444 0.01198 -0.7 0.5 0.2
C 0.22124 -1.40671 0.76217 0.9 -0.3 -0.1
C 0.57038 -1.34807 2.11854 -0.5 2.0 -2.8
C 0.77233 -0.09937 2.64102 -0.4 0.2 3.8
C 0.66718 1.08946 1.95159 -0.7 -3.4 -2.3
C 0.31669 1.00585 0.60774 0.3 -2.2 1.7
H -2.13508 -1.75856 -1.19748 0.2 0.5 0.0
H 0.20560 -2.31013 0.16421 -0.3 -0.3 0.5
H 0.70409 -2.12240 2.77806 0.1 -2.2 0.9
H 0.79837 -0.15950 3.78263 0.6 0.8 -1.6
H 0.76600 2.03651 2.27457 0.5 2.8 1.9
H 0.14678 1.93101 0.20698 -0.4 1.8 -1.9

***

[5]
33
Properties=species:S:1:pos:R:3:forces:R:3 method="wB97M-V/def2-TZVPD" charge=+3 de_lowest_ev=0.0000 multiplicity=2 homo_lumo_gap_ev="5.5 / 5.4"
Re -1.02438 -1.55706 0.86592 0.0 0.0 0.0
S 8.50968 -6.77722 -9.24719 0.0 0.0 0.0
As 7.74495 -4.95214 -8.50677 0.1 0.0 -0.1
S 0.17968 -2.27113 -0.92717 -0.1 0.1 0.1
S 0.06831 -1.53415 2.68598 0.0 0.0 0.0
S 7.92777 -5.15975 -10.60154 0.0 0.0 0.0
I -7.11055 -0.49378 1.17748 0.0 0.0 0.0
C -5.08259 -0.28579 0.93095 0.0 0.0 0.0
C -4.38614 0.87841 0.59878 0.0 0.0 0.0
N -3.09352 0.58875 0.54257 0.0 0.0 0.0
N -2.87877 -0.72816 0.81261 0.0 0.0 0.0
C -4.11058 -1.25488 1.05681 0.0 0.0 0.0
H -4.74761 1.87626 0.40285 0.0 0.0 0.0
H -2.31217 1.19182 0.32557 0.0 0.0 0.0
H -4.22732 -2.29584 1.30624 0.0 0.0 0.0
Cl -1.86363 -4.90106 -2.36297 0.0 0.0 0.0
Ge -0.63292 -4.32877 -0.78662 0.0 0.0 0.0
Cl -1.97940 -3.84101 0.98294 0.0 0.0 0.0
Cl 0.68744 -5.78566 -0.10819 0.0 0.0 0.0
Br 0.92364 5.27255 -1.12003 0.0 0.0 0.0
C 1.25405 4.20523 0.38897 0.0 0.0 0.0
C 1.99534 4.71401 1.45445 0.0 0.0 0.0
C 2.25104 3.93171 2.57387 0.0 0.0 0.0
C 1.76943 2.63936 2.64461 0.0 0.0 0.0
C 1.01798 2.13671 1.57434 0.0 0.0 0.0
C 0.76223 2.91874 0.43846 0.0 0.0 0.0
C 0.48403 0.80260 1.63214 0.1 0.0 0.0
O 0.81959 0.03990 2.62625 0.0 0.0 0.0
O -0.31532 0.35556 0.72598 0.0 0.0 0.0
H 2.37359 5.72636 1.40316 0.0 0.0 0.0
H 2.82759 4.34079 3.39153 0.0 0.0 0.0
H 1.96132 2.02958 3.51595 0.0 0.0 0.0
H 0.20725 2.51807 -0.39792 0.0 0.0 0.0

***

[6]
22
Properties=species:S:1:pos:R:3:forces:R:3 method="wB97M-V/def2-TZVPD" de_lowest_ev=0.0000 multiplicity=1 homo_lumo_gap_ev=6.1 smiles="NC1=C2C(=O)C=CC(N)=C2C(=O)C(Br)=C1"
N -1.02964 2.71035 1.00900 -0.2 -0.6 0.7
C -0.41197 1.81759 0.17672 -0.3 -1.0 0.7
C -0.28938 0.46764 0.54763 0.6 -0.6 -1.1
C -0.71298 -0.04476 1.87556 -0.3 0.5 -0.4
O -1.17740 0.66051 2.78188 0.1 0.3 -0.3
C -0.64872 -1.48836 2.11700 1.5 -2.0 -2.5
C -0.23089 -2.35560 1.09252 -0.8 1.6 1.4
C 0.24352 -1.84126 -0.20827 0.7 -0.3 -0.3
N 0.66507 -2.74427 -1.16551 0.0 -1.4 1.6
C 0.31681 -0.48088 -0.44487 -1.1 1.4 0.4
C 0.93757 0.05673 -1.69360 1.1 -1.1 1.1
O 1.78727 -0.57596 -2.32935 -0.8 0.0 -0.3
C 0.65886 1.44532 -2.01644 -1.5 2.1 0.5
Br 1.04878 2.18247 -3.72231 0.2 -0.5 0.3
C 0.00725 2.28292 -1.15378 0.7 -1.2 0.2
H -0.63605 3.62789 1.01178 -0.2 0.6 -0.1
H -1.36474 2.34586 1.93376 0.8 0.2 -1.1
H -0.88779 -1.83857 3.12331 -0.1 0.1 -0.5
H -0.24691 -3.44516 1.24138 0.1 0.6 0.0
H 1.23892 -2.40348 -1.92272 0.0 0.3 0.1
H 0.91620 -3.69368 -0.81928 -0.5 1.3 -0.5
H -0.18379 3.31471 -1.43440 0.0 -0.2 0.1

***

[7]
24
Properties=species:S:1:pos:R:3:forces:R:3 method="wB97M-V/def2-TZVPD" charge=-2 multiplicity=1 homo_lumo_gap_ev=3.0
Li 5.66596 2.78157 7.66436 -0.7 0.3 1.8
Cl 6.73802 2.97161 12.56035 2.2 -1.3 1.1
C 5.40531 3.75354 11.97620 -2.3 2.4 0.8
C 4.90193 4.87615 12.61059 0.0 -0.9 0.4
C 3.85625 5.61862 12.02143 0.8 0.8 1.7
C 3.24736 5.18923 10.86594 -0.2 -0.9 -0.9
C 3.60475 3.97870 10.36744 0.1 0.4 0.4
Cl 2.89747 3.28898 8.95062 -0.9 0.3 -0.5
C 4.86790 3.34843 10.73805 0.8 -2.3 -4.0
N 5.42683 2.59003 9.84556 0.7 -0.2 0.1
H 5.29916 5.01193 13.63619 -0.3 0.7 -0.7
H 3.45080 6.48287 12.50701 0.0 0.5 0.4
H 2.59185 5.82175 10.30824 -0.8 0.3 -0.1
O 3.66813 3.14486 4.12842 -0.3 -2.0 -1.5
C 4.10696 3.95756 4.88342 0.6 2.1 2.6
C 3.82078 5.43462 4.72343 0.5 1.3 -1.7
C 4.25608 6.09279 5.98627 0.3 0.7 1.9
C 4.94091 4.91857 6.78693 -1.3 0.9 0.0
O 5.36889 4.96878 7.94222 0.3 0.2 -1.7
N 4.82413 3.79682 6.04231 0.7 -1.7 -0.3
H 2.80650 5.66301 4.42204 -0.5 -0.4 0.3
H 4.36059 5.80079 3.83382 0.3 -0.2 0.2
H 3.36065 6.41766 6.53939 0.4 -0.2 0.2
H 4.92356 6.98485 5.98740 -0.3 -0.7 -0.5

***

[8]
29
Properties=species:S:1:pos:R:3:forces:R:3 method="wB97M-V/def2-TZVPD" charge=-2 de_lowest_ev=0.1868 multiplicity=4 homo_lumo_gap_ev="5.3 / 5.7"
Co 0.28708 1.48838 0.43852 -0.1 0.5 -0.1
Cl -1.25192 -4.93695 3.54690 0.0 0.1 -0.1
C -1.23787 -3.42900 2.63871 0.0 0.0 0.0
C -0.05567 -2.72651 2.48543 0.0 0.0 0.0
C -0.06923 -1.54964 1.76857 0.2 0.1 0.0
Cl 1.42499 -0.67169 1.56489 0.0 -0.2 0.1
C -1.22784 -0.97647 1.16933 -0.1 0.0 -0.1
O -1.23876 0.10513 0.50694 0.1 0.0 0.2
C -2.39584 -1.76780 1.37324 0.0 0.0 0.0
Cl -3.88703 -1.19714 0.67085 0.1 0.0 0.0
C -2.41112 -2.95103 2.08166 -0.1 -0.1 0.0
H 0.86682 -3.08755 2.91837 0.0 0.0 0.0
H -3.33913 -3.49404 2.19756 0.0 0.0 0.0
S 1.87782 4.70861 -2.34975 -0.1 -0.2 0.1
C 1.27625 3.65774 -1.16027 0.0 0.1 0.0
S -0.40610 3.29437 -0.99952 0.0 0.0 -0.1
S 2.28289 2.77488 -0.06557 -0.1 0.0 -0.1
C 1.02935 -1.11174 -3.39470 0.0 0.0 0.0
C 0.98382 0.18872 -2.62088 0.0 0.0 0.2
N 1.15642 1.31150 -3.32881 0.0 0.0 -0.1
O 0.78430 0.15273 -1.41338 0.0 -0.1 -0.1
H 1.36148 -0.99076 -4.42659 0.0 0.0 0.0
H 0.02833 -1.54376 -3.38716 0.0 0.0 0.0
H 1.69233 -1.79963 -2.87297 0.0 0.0 0.0
H 1.35272 1.26382 -4.30965 0.0 0.0 0.0
H 1.11160 2.22609 -2.88901 0.0 0.0 0.0
Se -0.30345 2.14497 2.91984 0.0 0.1 0.1
C 0.05605 3.91128 3.30641 0.0 -0.2 -0.1
N 0.25170 5.00552 3.63102 0.0 0.0 0.0

***

Max |F| across the listed records, respectively: 7.99, 0.57, 3.89, 4.18, 0.14, 3.51, 4.69, 0.50 eV/Å.